{
  "formula": "C48H45Br4FeGeN2O5P2",
  "method": "ωB97M-V/def2-TZVPD",
  "e_above_lowest_kj_mol": 71.5,
  "orbital_gap_ev": [6.7, 6.0],
  "e_lumo_ev": [0.16, -0.62],
  "max_force_ev_per_a": 1.55,
  "multiplicity": 6,
  "e_tot_ev": -453374.3348,
  "elements": ["Fe", "Br", "C", "C", "Br", "C", "Br", "C", "O", "C", "O", "C", "Br", "O", "C", "C", "C", "C", "C", "C", "P", "C", "C", "C", "C", "C", "C", "C", "C", "C", "C", "C", "C", "C", "C", "C", "C", "C", "C", "P", "C", "C", "C", "C", "C", "C", "C", "C", "C", "C", "C", "C", "H", "H", "H", "H", "H", "H", "H", "H", "H", "H", "H", "H", "H", "H", "H", "H", "H", "H", "H", "H", "H", "H", "H", "H", "H", "H", "H", "H", "C", "O", "C", "O", "N", "N", "H", "H", "H", "H", "H", "H", "C", "Ge", "C", "C", "C", "H", "H", "H", "H", "H", "H", "H", "H", "H", "H", "H"],
  "positions_angstrom": [[-0.3279, -0.4917, -0.4667], [-7.1017, 0.6717, -1.9804], [-5.2486, 0.3304, -2.1323], [-4.6117, 0.3996, -3.3650], [-5.5881, 0.7936, -4.9339], [-3.2232, 0.2061, -3.4339], [-2.2812, 0.2055, -5.0741], [-2.4553, -0.0099, -2.2956], [-1.1424, -0.1161, -2.2921], [-3.1059, -0.1272, -1.0479], [-2.3335, -0.3758, -0.0098], [-4.4857, 0.0405, -0.9880], [-5.2685, -0.1007, 0.7363], [2.2662, 1.8841, 0.2958], [2.0504, 3.1694, -0.1431], [3.0913, 4.0429, -0.4077], [2.7895, 5.3205, -0.8456], [1.4660, 5.7075, -1.0241], [0.4406, 4.7968, -0.8079], [0.7214, 3.5025, -0.3777], [-0.5637, 2.1905, -0.1364], [-1.2011, 2.6344, 1.5321], [-0.5558, 3.5477, 2.3696], [-1.0155, 3.7653, 3.6644], [-2.1357, 3.0911, 4.1346], [-2.7928, 2.1900, 3.3048], [-2.3205, 1.9464, 2.0193], [-1.8405, 2.8388, -1.2766], [-3.1285, 3.1909, -0.8956], [-4.0244, 3.6885, -1.8385], [-3.6329, 3.8462, -3.1574], [-2.3472, 3.4833, -3.5473], [-1.4618, 2.9678, -2.6157], [3.0806, 1.5576, 1.3475], [3.6858, 2.4626, 2.2026], [4.5041, 1.9739, 3.2157], [4.7101, 0.6123, 3.3621], [4.0511, -0.2822, 2.5229], [3.2142, 0.1787, 1.5190], [2.1767, -0.8443, 0.3978], [2.4983, -2.5458, 0.9947], [2.8995, -3.5778, 0.1499], [2.9936, -4.8827, 0.6222], [2.6948, -5.1720, 1.9441], [2.2944, -4.1502, 2.7992], [2.1852, -2.8510, 2.3259], [3.1824, -0.7201, -1.1340], [4.5328, -1.0729, -1.1654], [5.2525, -0.9831, -2.3484], [4.6328, -0.5245, -3.5082], [3.2986, -0.1457, -3.4813], [2.5765, -0.2472, -2.2977], [4.1198, 3.7260, -0.2790], [3.5922, 6.0180, -1.0508], [1.2311, 6.7146, -1.3460], [-0.5885, 5.0911, -0.9783], [0.3111, 4.0926, 2.0125], [-0.5023, 4.4753, 4.3032], [-2.4950, 3.2701, 5.1419], [-3.6870, 1.6763, 3.6444], [-2.8091, 1.1990, 1.3951], [-3.4494, 3.0751, 0.1333], [-5.0351, 3.9400, -1.5350], [-4.3340, 4.2303, -3.8900], [-2.0454, 3.5736, -4.5841], [-0.4735, 2.6489, -2.9275], [3.5268, 3.5257, 2.0916], [4.9874, 2.6733, 3.8893], [5.3733, 0.2403, 4.1343], [4.1871, -1.3464, 2.6614], [3.1448, -3.3709, -0.8848], [3.2965, -5.6749, -0.0528], [2.7728, -6.1888, 2.3102], [2.0584, -4.3697, 3.8355], [1.8474, -2.0573, 2.9853], [5.0191, -1.4172, -0.2577], [6.2975, -1.2717, -2.3698], [5.1962, -0.4583, -4.4325], [2.8170, 0.2243, -4.3793], [1.5308, 0.0462, -2.2874], [-2.6401, -2.7522, 4.0396], [-2.1330, -2.6414, 2.7047], [-1.1461, -1.7969, 2.4308], [-0.6093, -1.8486, 1.3369], [-0.7869, -0.9753, 3.4576], [0.3001, -0.1245, 3.2531], [-3.1997, -3.6800, 4.0686], [-3.3136, -1.9245, 4.2653], [-1.8297, -2.7896, 4.7660], [-1.5327, -0.6261, 4.0364], [0.5716, 0.2523, 4.1471], [0.0242, 0.6373, 2.6602], [-2.9440, -3.1687, -2.8552], [-1.3936, -3.7908, -1.8593], [-0.6607, -5.3171, -2.8678], [-1.8740, -4.4809, -0.1033], [0.0693, -2.5194, -1.7583], [-3.5230, -4.0344, -3.1875], [-2.6248, -2.6007, -3.7334], [-3.5862, -2.5297, -2.2448], [-1.4347, -6.0848, -2.9683], [0.1966, -5.7505, -2.3406], [-0.3370, -5.0094, -3.8663], [-2.5198, -5.3570, -0.2078], [-2.3839, -3.7247, 0.4925], [-0.9609, -4.7772, 0.4276], [0.3875, -2.0543, -2.6886], [0.8991, -2.8325, -1.1202]],
  "forces_ev_per_angstrom": [[-1.479, -0.453, -0.112], [0.088, -0.038, 0.036], [0.191, -0.058, 0.097], [0.121, -0.047, 0.082], [0.068, -0.008, 0.044], [0.037, 0.050, -0.072], [-0.053, 0.052, 0.019], [0.345, 0.055, -0.318], [0.087, 0.112, 0.137], [-0.032, -0.042, 0.457], [0.069, 0.081, -0.063], [-0.044, -0.014, -0.001], [-0.031, 0.005, -0.074], [0.080, -0.049, 0.001], [-0.074, -0.068, 0.101], [0.138, 0.015, -0.009], [-0.070, 0.124, -0.041], [-0.050, -0.027, 0.010], [0.066, 0.100, -0.023], [-0.082, -0.202, 0.069], [0.066, 0.577, -0.021], [0.072, -0.216, 0.117], [-0.017, -0.052, -0.005], [-0.002, -0.005, -0.032], [0.030, -0.013, -0.010], [0.033, -0.020, -0.113], [0.016, -0.120, 0.039], [0.090, 0.008, -0.056], [-0.033, 0.062, 0.020], [-0.023, -0.056, 0.075], [0.019, -0.017, -0.069], [0.007, -0.024, 0.036], [-0.066, 0.042, 0.041], [-0.089, 0.054, -0.061], [0.025, -0.001, 0.050], [0.005, 0.034, 0.002], [0.018, -0.069, 0.014], [0.058, 0.029, 0.071], [-0.261, -0.007, 0.036], [0.616, -0.156, -0.440], [-0.166, -0.022, 0.188], [0.097, 0.017, 0.006], [-0.011, 0.006, -0.011], [-0.002, 0.048, 0.027], [-0.002, 0.038, -0.036], [-0.024, -0.005, -0.054], [-0.076, -0.021, -0.092], [-0.026, 0.064, -0.036], [-0.040, 0.009, 0.010], [0.036, -0.002, 0.044], [0.009, 0.000, 0.033], [0.065, -0.033, 0.112], [-0.083, -0.005, 0.023], [-0.025, -0.016, 0.005], [0.019, -0.047, -0.008], [0.044, -0.027, -0.018], [-0.052, -0.022, 0.035], [-0.017, -0.037, -0.038], [0.003, 0.012, -0.063], [0.070, 0.015, -0.002], [0.099, 0.135, 0.127], [-0.006, 0.042, -0.103], [0.074, -0.017, -0.019], [0.043, -0.039, 0.043], [-0.019, -0.010, 0.057], [-0.017, 0.015, -0.028], [0.007, -0.005, -0.033], [-0.030, -0.052, -0.059], [-0.060, 0.017, -0.041], [0.009, 0.013, 0.003], [-0.033, -0.008, 0.022], [-0.001, 0.053, 0.032], [-0.012, 0.037, -0.019], [0.012, 0.028, -0.086], [0.007, -0.083, -0.056], [-0.013, -0.013, -0.062], [-0.064, 0.027, 0.012], [-0.034, -0.002, 0.067], [0.006, -0.037, 0.068], [-0.006, 0.018, -0.061], [0.019, -0.013, -0.147], [-0.239, -0.125, 0.178], [0.030, -0.227, -0.296], [0.259, 0.261, 0.403], [0.011, -0.123, -0.008], [0.292, -0.116, -0.136], [-0.044, -0.025, -0.048], [-0.032, 0.050, -0.008], [0.026, -0.026, -0.008], [-0.215, 0.055, 0.059], [0.152, 0.014, 0.160], [-0.155, 0.629, -0.318], [-0.092, 0.135, -0.016], [0.011, -0.144, -0.088], [0.130, -0.061, -0.006], [0.071, 0.004, 0.172], [0.374, 0.094, 0.292], [0.038, 0.053, 0.022], [-0.072, -0.060, 0.067], [0.028, -0.064, -0.082], [0.098, 0.054, -0.015], [-0.118, 0.039, -0.094], [-0.042, -0.051, 0.096], [0.047, 0.059, -0.011], [0.011, -0.067, -0.049], [-0.157, 0.030, -0.033], [-0.040, -0.046, 0.080], [-0.111, -0.058, -0.190]],
  "mulliken_charge": [1.4572, -0.1760, 0.1814, -0.0692, -0.1319, 0.3856, -0.1334, 0.5124, -0.5754, -0.6139, 0.3354, -0.2342, -0.1656, 0.8644, -0.9662, -0.2079, -0.7384, -1.0454, -0.2008, -0.3293, 2.8837, -0.2486, -0.5983, -0.8443, -0.8292, -0.7679, 0.4322, 0.1068, -0.0757, -0.5744, -0.6028, -0.9415, -0.3381, -0.2428, -0.8396, -0.8314, -0.9502, -0.3457, 0.1656, 1.8080, 1.0266, -1.0936, -0.7611, -0.7422, -1.0694, -0.7179, 0.7911, -0.3320, -0.8289, -0.6382, -1.1763, -0.3055, 0.5679, 0.4380, 0.4540, 0.6091, 0.3370, 0.4417, 0.4046, 0.5552, -0.5303, 0.2299, 0.3959, 0.3914, 0.4273, 0.4354, 0.5718, 0.4132, 0.4464, 0.5334, 0.4100, 0.4493, 0.4079, 0.4572, 0.5943, 0.4729, 0.4129, 0.4005, 0.5197, 0.4204, -0.9788, -0.2996, -0.3263, 0.7215, -0.1385, -0.2474, 0.2934, 0.3023, 0.3540, 0.2835, 0.2788, -0.5543, -1.0493, 0.6186, -1.3627, -1.0649, -0.7478, 0.4992, 0.2539, 0.3060, 0.3902, 0.3438, 0.3840, 0.5083, 0.1331, 0.2330, 0.5982, -0.0663]
}

---

{
  "formula": "C48H45IIrN5O5S2",
  "method": "ωB97M-V/def2-TZVPD",
  "e_above_lowest_kj_mol": 214.6,
  "charge": -1,
  "orbital_gap_ev": [6.7, 6.5],
  "e_lumo_ev": [2.15, 2.02],
  "max_force_ev_per_a": 4.30,
  "multiplicity": 2,
  "e_tot_ev": -100809.3169,
  "elements": ["Ir", "O", "C", "O", "C", "C", "C", "C", "C", "C", "S", "H", "H", "H", "H", "C", "C", "C", "C", "C", "C", "C", "N", "C", "N", "C", "C", "C", "C", "C", "C", "C", "N", "C", "C", "C", "C", "C", "C", "C", "H", "H", "H", "H", "H", "H", "H", "H", "H", "H", "H", "H", "H", "H", "H", "H", "H", "H", "H", "H", "H", "H", "C", "C", "N", "C", "C", "C", "S", "N", "C", "O", "C", "C", "C", "C", "C", "C", "H", "H", "H", "H", "H", "H", "H", "H", "H", "H", "H", "H", "H", "H", "H", "I", "C", "C", "C", "C", "C", "C", "C", "O", "O", "H", "H", "H", "H"],
  "positions_angstrom": [[0.2404, 0.2533, -0.4848], [2.0171, -3.6556, 0.2285], [1.5250, -3.0164, -0.6937], [1.5673, -1.7281, -0.8177], [0.7993, -3.7175, -1.8121], [0.6825, -5.0998, -1.8494], [-0.0574, -5.7156, -2.8448], [-0.6963, -4.9382, -3.8081], [-0.5689, -3.5601, -3.7988], [0.1924, -2.9364, -2.8027], [0.4724, -1.2209, -2.8490], [1.1870, -5.6743, -1.0822], [-0.1458, -6.7951, -2.8715], [-1.2821, -5.4141, -4.5864], [-1.0518, -2.9497, -4.5526], [-2.3011, -0.1041, 3.9636], [-3.7857, -0.2304, 3.7491], [-4.6738, 0.0449, 4.7850], [-6.0429, -0.1188, 4.6415], [-6.5557, -0.5742, 3.4356], [-5.6943, -0.8469, 2.3868], [-4.3196, -0.6697, 2.5271], [-3.4838, -1.0110, 1.4440], [-2.4747, -0.2283, 0.9172], [-2.6302, 1.0760, 1.1562], [-1.7813, 2.1552, 0.8915], [-0.5189, 1.9856, 0.3501], [0.2589, 3.1315, 0.1772], [-0.2131, 4.3929, 0.4955], [-1.4961, 4.5343, 1.0043], [-2.2918, 3.4233, 1.2176], [-3.6875, 3.5867, 1.7680], [-1.5186, -0.7568, 0.2188], [-1.5362, -2.1840, 0.1466], [-0.8459, -2.9337, 1.0875], [-0.9177, -4.3169, 1.0612], [-1.6908, -4.9470, 0.0983], [-2.3670, -4.1923, -0.8498], [-2.2950, -2.8040, -0.8523], [-3.0091, -1.9714, -1.8860], [-2.0654, -0.1798, 5.0246], [-1.9150, 0.8511, 3.6009], [-1.7592, -0.8871, 3.4305], [-4.2747, 0.3762, 5.7369], [-6.7052, 0.0903, 5.4717], [-7.6214, -0.7136, 3.3093], [-6.0772, -1.2031, 1.4378], [-3.6544, -1.8886, 0.9791], [-3.4801, 1.3092, 1.6418], [1.2578, 3.0243, -0.2212], [0.4130, 5.2637, 0.3427], [-1.8850, 5.5186, 1.2401], [-3.9149, 4.6450, 1.8824], [-3.8004, 3.1164, 2.7515], [-4.4350, 3.1575, 1.0939], [-0.2333, -2.4200, 1.8187], [-0.3638, -4.8950, 1.7887], [-1.7570, -6.0275, 0.0731], [-2.9590, -4.6897, -1.6095], [-3.2640, -2.5812, -2.7522], [-2.3861, -1.1355, -2.2108], [-3.9353, -1.5428, -1.4887], [2.6912, -0.2310, 5.0720], [2.7935, 1.0122, 4.1915], [3.5243, 0.7942, 2.9534], [4.9734, 0.9848, 2.9568], [5.7410, -0.3342, 2.9248], [2.9046, 0.4783, 1.7887], [1.2499, 0.0240, 1.8772], [3.6730, 0.4520, 0.7152], [3.2437, 0.6033, -0.5186], [2.1444, 1.1362, -0.8406], [4.2286, 0.2886, -1.5904], [5.5947, 0.2390, -1.3264], [6.4955, 0.0229, -2.3564], [6.0370, -0.1618, -3.6548], [4.6737, -0.1357, -3.9166], [3.7731, 0.1062, -2.8918], [2.1066, 0.0005, 5.9648], [3.6765, -0.5778, 5.3871], [2.1929, -1.0279, 4.5205], [3.2905, 1.8183, 4.7352], [1.7888, 1.3419, 3.9318], [5.2320, 1.5451, 3.8562], [5.2477, 1.5793, 2.0866], [5.5273, -0.9298, 3.8134], [6.8146, -0.1408, 2.8822], [5.4469, -0.9081, 2.0473], [5.9339, 0.3906, -0.3101], [7.5594, -0.0039, -2.1545], [6.7412, -0.3302, -4.4605], [4.3160, -0.3050, -4.9243], [2.7107, 0.1506, -3.0823], [0.6664, 6.8075, -6.6678], [0.0635, 5.1706, -5.4852], [0.7940, 4.8497, -4.3527], [0.3841, 3.7723, -3.5782], [-0.7458, 3.0413, -3.9258], [-1.4582, 3.3801, -5.0665], [-1.0563, 4.4465, -5.8606], [-1.1982, 1.8690, -3.0603], [-2.3463, 1.4521, -3.1998], [-0.2878, 1.4567, -2.2759], [1.6690, 5.4244, -4.0808], [0.9363, 3.4789, -2.6949], [-2.3348, 2.8004, -5.3252], [-1.6058, 4.7077, -6.7547]],
  "forces_ev_per_angstrom": [[-0.726, 2.064, 3.699], [0.146, 0.073, 0.022], [-0.041, -0.164, -0.310], [0.338, -0.049, -0.037], [-0.097, 0.206, 0.016], [0.061, 0.004, -0.091], [0.043, -0.069, -0.034], [0.062, 0.042, -0.014], [-0.028, -0.004, 0.083], [0.484, -0.132, -0.066], [-0.354, -0.404, -0.475], [-0.037, 0.038, 0.048], [-0.005, 0.002, 0.002], [-0.014, 0.002, 0.008], [0.008, -0.031, -0.025], [-0.041, 0.010, 0.002], [0.090, -0.042, -0.031], [-0.042, 0.046, -0.002], [-0.012, -0.011, -0.032], [0.025, -0.037, 0.044], [-0.012, 0.042, -0.053], [-0.018, 0.025, 0.092], [-0.029, -0.134, 0.033], [-0.184, -0.316, -0.205], [-0.353, 0.193, 0.124], [0.228, 0.198, 0.029], [0.890, -0.684, -1.081], [0.020, 0.253, 0.125], [0.042, -0.124, 0.058], [-0.005, 0.062, 0.030], [0.003, 0.097, 0.051], [0.129, -0.051, -0.057], [0.963, 0.545, -0.483], [0.016, -0.286, -0.220], [-0.057, 0.100, 0.043], [-0.131, -0.042, 0.083], [-0.122, 0.085, 0.115], [-0.128, -0.041, 0.098], [-0.063, 0.137, -0.088], [0.070, -0.030, 0.084], [-0.003, -0.015, 0.002], [0.021, -0.008, 0.010], [0.010, -0.001, 0.013], [0.026, -0.005, -0.011], [0.009, 0.026, -0.002], [0.004, -0.013, -0.001], [0.002, 0.042, -0.011], [0.109, -0.042, 0.038], [-0.045, -0.029, -0.084], [-0.051, -0.004, -0.055], [-0.003, 0.003, -0.019], [-0.024, -0.011, 0.004], [-0.031, -0.006, 0.024], [-0.054, -0.010, -0.012], [-0.039, 0.005, 0.039], [0.037, -0.036, -0.024], [0.050, 0.008, -0.039], [0.027, 0.000, -0.018], [0.051, 0.025, -0.043], [-0.019, -0.006, 0.007], [-0.059, 0.008, -0.047], [0.000, 0.018, -0.018], [0.034, 0.106, -0.075], [-0.080, -0.258, 0.096], [0.021, 0.190, -0.101], [0.107, -0.139, -0.094], [-0.116, 0.043, 0.038], [-0.420, -0.051, 0.194], [-0.941, -0.294, -1.318], [0.503, -0.345, 0.015], [-0.030, 0.188, 0.336], [-0.620, -0.403, -1.022], [0.022, 0.222, -0.227], [-0.028, -0.015, 0.072], [0.043, -0.033, -0.042], [-0.067, -0.051, 0.054], [0.076, -0.025, -0.038], [-0.032, 0.077, 0.035], [-0.002, -0.042, 0.009], [-0.011, -0.024, -0.002], [0.021, -0.039, 0.042], [0.014, 0.025, -0.047], [0.031, 0.111, 0.010], [-0.073, 0.047, -0.007], [0.011, 0.076, 0.053], [0.036, -0.010, -0.001], [0.005, -0.027, 0.003], [0.041, -0.004, -0.009], [0.013, -0.021, -0.002], [-0.008, 0.017, 0.039], [0.005, -0.012, 0.005], [-0.045, 0.041, 0.010], [0.012, 0.005, -0.027], [-0.035, -0.122, 0.083], [0.060, 0.184, -0.136], [-0.044, -0.049, 0.028], [0.018, 0.041, -0.074], [0.136, -0.133, 0.157], [-0.051, 0.079, -0.054], [0.011, -0.055, 0.059], [-0.498, -0.184, -0.075], [0.032, -0.112, 0.133], [0.714, -0.508, 0.494], [-0.003, -0.001, 0.006], [0.007, -0.004, -0.012], [-0.001, -0.016, 0.050], [-0.006, 0.003, 0.005]],
  "mulliken_charge": [2.1107, -0.7970, -0.2413, 0.0679, -0.3732, -0.8603, -0.5802, -0.7360, -0.3755, 1.2691, -0.3596, 0.4883, 0.3937, 0.3667, 0.5171, -0.9543, 1.6036, -0.7924, -0.6446, -0.6014, -0.7529, -0.4086, 0.5170, 0.0260, 0.5154, -0.1069, -0.0314, -0.5117, -1.2218, -0.8776, 1.5152, -1.6667, 0.8531, -1.6721, -0.2935, -0.7830, -1.0721, -0.4953, 1.4508, -1.5862, 0.5753, 0.1723, -0.0739, 0.4094, 0.3849, 0.3843, 0.4831, 0.2850, 0.0733, 0.7222, 0.4834, 0.3008, 0.4013, 0.2945, 0.3538, 0.3715, 0.4025, 0.3786, 0.4078, 0.4476, 0.1351, 0.2753, -1.0014, -0.7863, 0.3007, -0.6030, -1.0843, 0.2444, -0.5036, 0.0006, -0.4333, -0.3888, 0.4723, -0.2886, -0.7169, -0.4188, -1.0492, 0.0234, 0.4049, 0.3188, 0.1984, 0.4870, 0.3311, 0.3901, 0.3942, 0.3588, 0.3417, 0.2372, 0.3646, 0.4103, 0.3783, 0.4405, 0.3584, 0.0044, 0.0528, -0.7713, 0.0805, -0.0887, -0.5037, -0.5292, -0.0817, -0.7974, 0.2401, 0.3845, 0.4252, 0.4678, 0.3683]
}